Formula: C3H8O2S
Source: the Open Molecules 2025 dataset
Level of theory: the ωB97M-V functional and the def2-TZVPD basis

The relative energy (zero: lowest compared OMol25 entry of this formula, charge and spin) comes out at 3.7204 eV. The value obtained for the total energy is -667.644213 hartree. As for the total charge: 0. The HOMO energy is -0.339 Eh.

Last column: natural (NBO) charge in e.
Positions of all 14 atoms, in Å:
O: -2.81260 1.05091 -0.16819  -0.522
C: -2.05207 0.69450 0.70602  0.429
C: -0.78799 -0.09484 0.31509  -0.540
C: -0.52409 0.03527 -1.20298  -0.532
S: 1.16661 -0.53531 -1.61801  -0.015
H: -2.26511 0.94547 1.75464  0.128
H: 0.16160 0.20728 0.94056  0.242
H: -0.82525 -1.17048 0.57538  0.255
H: -0.67817 1.06929 -1.44011  0.216
H: -1.24795 -0.54960 -1.76325  0.230
H: 1.18116 0.94226 -0.37191  0.114
H: 3.35291 -1.47911 0.96211  0.472
H: 2.66794 -0.29582 0.25262  0.476
O: 2.66301 -0.81983 1.05801  -0.952